C54H55F9InN4O4PSi | ωB97M-V with the def2-TZVPD basis set

ΔE to the lowest compared entry with this formula, charge and spin	0.00	kcal per mole
DFT total energy	-117842.679	eV
Kohn-Sham gap	7.641	eV
E_HOMO	-7.56	eV

```
! wB97M-V def2-TZVPD RIJCOSX def2/J DEFGRID3
* xyz 0 1
In -0.3032 0.4097 0.0440
N 1.6518 -0.5316 -2.3032
C 2.6293 0.5384 -2.3733
C 3.9647 0.0555 -2.9836
C 5.0340 1.0905 -3.3794
C 4.5283 2.3558 -4.0830
N 3.9875 3.2350 -3.0739
C 3.4903 4.4304 -3.2059
N 3.4475 5.0859 -4.3842
N 3.1028 5.0733 -2.0946
C 2.7346 1.1411 -0.9527
O 3.5059 2.1214 -0.7832
O 2.0316 0.6609 -0.0476
H 1.9664 -1.2164 -1.6243
H 1.5656 -1.0015 -3.1973
H 2.1976 1.3209 -3.0055
H 3.6996 -0.5090 -3.8850
H 4.4229 -0.6414 -2.2775
H 5.7406 0.5870 -4.0423
H 5.5828 1.4071 -2.4910
H 3.7762 2.1045 -4.8433
H 5.3719 2.8509 -4.5765
H 3.9078 2.7898 -2.0669
H 3.5426 4.5553 -5.2314
H 2.9429 5.9528 -4.4375
H 3.0729 4.5489 -1.2308
H 2.5067 5.8817 -2.1393
C 0.6750 -4.5389 5.3199
C -0.4299 -3.8792 4.8039
C -0.3080 -3.1210 3.6543
C 0.9172 -3.0155 3.0005
C 2.0229 -3.6724 3.5284
C 1.8985 -4.4329 4.6797
P 0.9316 -2.0046 1.4649
C 2.6961 -2.1079 0.9846
C 3.1396 -2.7430 -0.1705
C 4.4726 -2.6691 -0.5455
C 5.3772 -1.9618 0.2283
C 4.9460 -1.3385 1.3900
C 3.6168 -1.4072 1.7631
C 0.2322 -3.2642 0.3201
C 0.5075 -4.6001 0.4962
C 0.0357 -5.5638 -0.4054
C -0.7080 -5.1874 -1.4871
C -1.0443 -3.8343 -1.6950
C -1.8517 -3.4468 -2.7859
C -2.2126 -2.1408 -2.9541
C -1.7547 -1.1788 -2.0388
C -0.9550 -1.5052 -0.9837
C -0.5785 -2.8468 -0.7741
H 0.5838 -5.1316 6.2190
H -1.3860 -3.9539 5.3032
H -1.1673 -2.5959 3.2552
H 2.9844 -3.5971 3.0401
H 2.7633 -4.9467 5.0768
H 2.4497 -3.3174 -0.7749
H 4.7996 -3.1640 -1.4508
H 6.4154 -1.9008 -0.0680
H 5.6483 -0.7869 1.9994
H 3.2764 -0.9132 2.6614
H 1.1082 -4.9246 1.3345
H 0.2722 -6.6059 -0.2408
H -1.0599 -5.9224 -2.1987
H -2.1896 -4.2075 -3.4774
H -2.8560 -1.8457 -3.7729
H -2.0542 -0.1418 -2.1700
F -1.2647 -0.0085 3.9809
C -0.1466 0.6945 4.1703
F 0.8674 -0.1794 4.0916
F -0.1675 1.1369 5.4365
C -0.0097 1.8433 3.1186
O -0.5137 1.5308 1.9303
C -0.7546 3.1001 3.6813
F -0.0517 3.7956 4.5877
F -1.9143 2.7730 4.2672
F -1.0427 3.9453 2.6901
C 1.5083 2.1878 3.0832
F 2.0444 2.3170 4.3114
F 1.7406 3.3411 2.4490
F 2.2037 1.2402 2.4689
C -0.0269 6.4250 0.0734
C 0.7246 5.2954 0.3576
C 0.3812 4.0775 -0.2085
C -0.7015 3.9638 -1.0762
C -1.4429 5.1111 -1.3531
C -1.1134 6.3303 -0.7831
Si -1.1307 2.2424 -1.7885
C -2.9465 2.3916 -2.4343
C -4.0162 1.8853 -1.7004
C -5.3222 2.0167 -2.1450
C -5.5896 2.6463 -3.3491
C -4.5383 3.1336 -4.1069
C -3.2381 3.0161 -3.6467
C -0.2674 2.2207 -3.5267
C -0.1281 1.0225 -4.2271
C 0.3137 0.9859 -5.5394
C 0.5756 2.1693 -6.2121
C 0.4284 3.3743 -5.5434
C 0.0362 3.3955 -4.2119
H 0.2225 7.3711 0.5335
H 1.5624 5.3611 1.0369
H 0.9527 3.1895 0.0360
H -2.2977 5.0445 -2.0131
H -1.7079 7.2090 -0.9974
H -3.8095 1.3761 -0.7709
H -6.1404 1.6321 -1.5509
H -6.6074 2.7515 -3.6978
H -4.7319 3.6144 -5.0561
H -2.4362 3.4169 -4.2478
H -0.3640 0.0974 -3.7248
H 0.4230 0.0403 -6.0552
H 0.8794 2.1556 -7.2504
H 0.5842 4.3026 -6.0813
H -0.0731 4.3466 -3.7029
C -3.7417 -2.4279 1.2458
C -4.0693 -1.2081 0.3900
O -3.3896 -0.0385 0.7956
C -3.8870 0.5157 2.0097
C -3.8372 2.0335 1.9380
H -4.2956 -3.2928 0.8825
H -4.0041 -2.2578 2.2902
H -2.6738 -2.6360 1.1779
H -5.1543 -1.0200 0.3941
H -3.7540 -1.3875 -0.6382
H -3.2804 0.1651 2.8483
H -4.9230 0.1821 2.1638
H -2.8398 2.3423 1.6302
H -4.0518 2.4570 2.9172
H -4.5653 2.4136 1.2234
*
```